Here is C17H42Cl5N2NaO9 as an isolated structure from the Open Molecules 2025 dataset. Energies are from ωB97M-V/def2-TZVPD.

Positions of all 76 atoms, in Å:
Na: 2.02 -2.09 0.69
Cl: -0.40 -0.92 -1.12
O: 0.55 -1.92 -1.57
O: -1.74 -1.46 -1.21
O: -0.07 -0.65 0.29
O: -0.30 0.28 -1.89
Cl: -4.04 4.32 -1.25
C: -3.73 2.91 -0.19
C: -3.48 1.61 -0.92
Cl: -4.79 1.24 -2.07
H: -4.62 2.82 0.42
H: -2.90 3.14 0.47
H: -3.50 0.84 -0.15
H: -2.54 1.61 -1.47
Cl: -2.59 -2.64 -5.87
C: -1.67 -1.25 -5.25
C: -2.57 -0.25 -4.56
Cl: -3.88 0.31 -5.63
H: -1.18 -0.78 -6.10
H: -0.88 -1.56 -4.57
H: -2.02 0.65 -4.31
H: -2.99 -0.72 -3.67
C: -4.72 -2.52 0.06
O: -6.08 -2.92 0.09
H: -4.45 -1.94 0.94
H: -4.10 -3.43 0.06
H: -4.54 -1.91 -0.83
H: -6.19 -3.57 -0.61
C: -0.21 -3.00 2.41
O: 0.45 -3.72 1.36
C: -0.51 -4.46 0.62
C: 0.17 -5.30 -0.44
N: 1.30 -6.10 0.07
C: 0.84 -7.25 0.88
C: 2.02 -8.02 1.42
O: 2.94 -8.28 0.40
C: 4.04 -8.95 0.91
H: -0.71 -3.64 3.14
H: -0.96 -2.32 1.98
H: 0.55 -2.44 2.97
H: -1.24 -3.78 0.16
H: -1.11 -5.10 1.28
H: 0.60 -4.59 -1.15
H: -0.58 -5.90 -0.95
H: 1.75 -5.51 0.77
H: 0.18 -7.92 0.33
H: 0.29 -6.91 1.77
H: 1.70 -8.97 1.86
H: 2.52 -7.39 2.18
H: 4.73 -9.19 0.10
H: 3.75 -9.88 1.44
H: 4.59 -8.36 1.66
C: -0.10 4.02 -0.94
O: 0.92 4.89 -0.53
C: 1.92 4.21 0.21
C: 3.05 5.17 0.47
N: 2.56 6.30 1.24
C: 3.61 7.26 1.56
C: 3.12 8.30 2.55
O: 2.57 9.38 1.81
C: 1.73 10.23 2.56
H: 0.31 3.28 -1.64
H: -0.89 4.56 -1.46
H: -0.51 3.47 -0.08
H: 2.18 3.25 -0.28
H: 1.47 3.90 1.17
H: 3.46 5.53 -0.50
H: 3.89 4.68 0.96
H: 1.85 6.80 0.72
H: 3.89 7.79 0.64
H: 4.48 6.77 2.00
H: 3.98 8.64 3.14
H: 2.36 7.89 3.22
H: 1.87 11.24 2.18
H: 1.94 10.20 3.63
H: 0.67 9.99 2.39

Calculated values
- Gap between HOMO and LUMO: 7.28 eV
- Total charge: 0
- HOMO: -8.713 eV
- Largest force on an atom: 0.0273 Eh/bohr
- Electronic energy: -106737.45331 eV

Here is C38H56IrN5O6SSeSi2 as an isolated structure from the Open Molecules 2025 dataset. Energies are from ωB97M-V/def2-TZVPD.

Positions of all 110 atoms, in Å:
Ir: -13.93 14.28 -0.61
C: -11.96 10.69 -1.21
Si: -11.98 11.03 0.61
C: -10.84 9.87 1.50
C: -13.71 10.46 1.10
C: -11.55 12.86 0.82
C: -11.12 13.45 -0.42
C: -9.74 13.54 -0.76
C: -9.32 13.86 -2.05
C: -10.31 14.12 -3.02
C: -11.66 14.11 -2.67
N: -12.09 13.88 -1.39
Si: -10.97 13.67 2.41
C: -9.57 12.77 3.27
C: -12.16 13.67 3.84
C: -10.43 15.39 2.06
H: -12.37 9.67 -1.35
H: -10.93 10.72 -1.60
H: -12.58 11.40 -1.78
H: -11.23 8.83 1.38
H: -10.74 10.05 2.56
H: -9.85 9.88 1.04
H: -13.73 9.38 0.95
H: -14.48 10.92 0.47
H: -13.95 10.70 2.13
H: -9.04 13.28 0.02
H: -8.27 13.88 -2.30
H: -9.94 14.31 -4.04
H: -12.41 14.32 -3.42
H: -9.95 12.05 3.98
H: -8.93 13.45 3.84
H: -8.92 12.19 2.61
H: -11.63 13.53 4.78
H: -13.00 12.98 3.74
H: -12.65 14.67 3.87
H: -9.52 15.45 1.49
H: -10.27 15.97 2.97
H: -11.19 15.90 1.45
C: -16.20 10.41 -1.89
C: -16.09 11.64 -2.74
C: -16.28 11.61 -4.13
C: -16.16 12.81 -4.86
C: -16.93 13.07 -6.13
C: -15.51 13.88 -4.27
C: -15.37 14.00 -2.86
C: -15.89 12.89 -2.12
N: -14.71 15.01 -2.21
C: -14.67 16.53 -2.55
C: -15.45 17.31 -1.49
C: -15.45 18.80 -1.82
C: -16.04 19.05 -3.23
C: -15.23 18.25 -4.28
C: -13.79 18.76 -4.29
C: -13.18 18.52 -2.89
C: -13.99 19.36 -1.89
C: -13.23 17.04 -2.55
C: -15.26 16.78 -3.91
H: -17.13 9.85 -2.10
H: -16.22 10.65 -0.83
H: -15.33 9.76 -2.11
H: -16.47 10.68 -4.65
H: -16.86 12.30 -6.90
H: -16.55 13.99 -6.60
H: -17.99 13.20 -5.90
H: -15.15 14.65 -4.98
H: -16.11 12.95 -1.03
H: -14.95 17.20 -0.54
H: -16.46 16.92 -1.38
H: -16.03 19.33 -1.06
H: -15.98 20.12 -3.45
H: -17.11 18.75 -3.27
H: -15.67 18.39 -5.28
H: -13.81 19.83 -4.56
H: -13.20 18.23 -5.07
H: -12.12 18.86 -2.91
H: -14.02 20.41 -2.19
H: -13.48 19.24 -0.95
H: -12.82 16.91 -1.54
H: -12.66 16.42 -3.26
H: -14.64 16.26 -4.67
H: -16.28 16.34 -3.99
O: -15.03 12.36 3.35
Se: -15.97 12.98 2.12
O: -16.90 11.99 1.09
O: -14.43 13.74 1.00
O: -16.75 14.42 2.47
O: -13.36 16.31 0.82
S: -13.87 16.80 2.19
C: -13.33 18.49 2.67
C: -14.43 18.98 3.62
C: -15.70 18.09 3.49
C: -15.65 17.32 2.17
H: -13.22 19.13 1.79
H: -12.38 18.35 3.21
H: -14.71 20.03 3.39
H: -14.06 18.96 4.65
H: -16.64 18.65 3.64
H: -15.68 17.30 4.26
H: -15.91 17.95 1.30
H: -16.25 16.41 2.14
N: -19.00 14.99 1.06
C: -18.76 14.95 -0.28
O: -17.58 15.00 -0.71
C: -19.83 14.89 -1.25
C: -21.14 15.22 -0.93
N: -22.24 15.52 -0.62
C: -19.49 14.42 -2.52
N: -19.20 14.04 -3.57
H: -19.91 14.72 1.43
H: -18.14 14.68 1.62

Calculated values
- Gap between HOMO and LUMO (spin up / spin down): 4.81 / 3.04 eV
- Total charge: -1
- Spin multiplicity: 6
- ΔE to the lowest compared entry with this formula, charge and spin: 5.66 kcal per mole
- HOMO (spin up / spin down): -2.673 / -3.830 eV
- Largest force on an atom: 0.1687 Eh/bohr
- Electronic energy: -154819.61306 eV